{"formula": "CH8N2S", "method": "the ωB97M-V functional and the def2-TZVPD basis", "energy_ha": -550.540318, "e_above_lowest_kcal_mol": 24.63, "smiles": "NCN.S", "gap_ev": 9.51, "symbols": ["S", "H", "H", "N", "C", "N", "H", "H", "H", "H", "H", "H"], "positions_angstrom": [[3.562905, -0.444188, -3.775596], [3.783122, -1.725066, -4.146956], [3.676050, -0.472708, -2.527941], [-0.180711, -0.351586, 1.623946], [-1.352227, -0.203299, 0.846700], [-1.825077, 1.210047, 0.903111], [0.399852, 0.483282, 1.411090], [-0.113010, -0.514474, 2.599336], [-1.420549, -0.459696, -0.252560], [-2.191043, -0.762899, 1.391593], [-2.123447, 1.745812, 0.131419], [-2.215865, 1.494775, 1.795857]], "forces_ev_per_a": [[-0.4, 0.5, -3.5], [0.0, 0.2, 0.7], [0.4, -0.8, 2.8], [2.7, 1.1, -2.3], [-4.0, 0.9, 1.3], [0.8, -0.4, 1.2], [-0.3, -1.0, 0.3], [-1.1, -0.3, 0.6], [1.0, -0.2, 1.3], [1.2, 0.0, -1.1], [-0.4, 0.1, -0.9], [0.1, -0.1, -0.5]]}

{"formula": "CH8N2S2", "method": "the ωB97M-V functional and the def2-TZVPD basis", "energy_ha": -948.750905, "e_above_lowest_kcal_mol": 11.64, "smiles": "NCN.SS", "gap_ev": 9.46, "symbols": ["S", "S", "H", "H", "N", "C", "N", "H", "H", "H", "H", "H", "H"], "positions_angstrom": [[-0.544002, 0.305173, -2.274510], [-1.297211, 2.169542, -2.525906], [0.550110, 0.586876, -1.487410], [-2.060713, 2.313567, -1.402644], [0.482195, 0.597536, 0.756151], [0.751890, -0.811048, 0.995261], [-0.330167, -1.765167, 0.724085], [-0.135273, 0.954722, 1.477338], [1.330096, 1.169692, 0.697745], [1.098938, -0.961460, 2.064876], [1.594044, -1.079450, 0.328038], [-0.201068, -2.141747, -0.249488], [-1.238838, -1.338235, 0.896464]], "forces_ev_per_a": [[0.6, -0.3, 0.1], [-0.3, 0.5, 0.3], [-0.8, -0.1, -0.5], [0.3, -0.2, -0.4], [-0.3, 0.3, -0.1], [1.1, -0.7, 0.9], [0.9, 0.1, -1.0], [0.2, 0.2, -0.1], [-0.5, -0.4, 0.3], [-0.3, 0.0, -1.0], [-0.3, 0.0, 0.5], [-0.9, 0.8, 1.5], [0.2, -0.3, -0.5]]}

{"formula": "CH8N3", "method": "the ωB97M-V functional and the def2-TZVPD basis", "total_charge": 1, "energy_ha": -206.949802, "e_above_lowest_kcal_mol": 6.20, "gap_ev": 11.76, "symbols": ["N", "H", "H", "H", "H", "N", "C", "N", "H", "H", "H", "H"], "positions_angstrom": [[1.300646, 0.000200, 1.886762], [1.878850, -0.693117, 1.430567], [-0.443491, 0.342831, 0.969696], [1.944730, 0.678843, 2.269977], [0.947572, -0.499329, 2.702370], [0.238121, -0.371480, -1.552044], [-0.900507, 0.046811, -1.051294], [-1.118899, 0.395186, 0.186032], [1.033771, -0.611105, -0.983821], [0.224948, -0.562346, -2.536628], [-1.758025, 0.078454, -1.705150], [-1.925165, 0.978767, 0.380213]], "forces_ev_per_a": [[-0.4, -0.4, 0.3], [0.3, -0.1, -0.1], [0.5, 0.0, -0.7], [0.1, 0.3, -0.1], [-0.1, 0.1, 0.0], [-0.7, -0.2, 0.1], [0.1, 0.1, 0.6], [-0.2, 0.5, 0.6], [0.1, 0.2, -0.1], [0.4, -0.3, -0.2], [0.1, 0.4, -0.4], [-0.2, -0.5, -0.1]]}

{"formula": "CH8N3O", "method": "the ωB97M-V functional and the def2-TZVPD basis", "total_charge": 1, "energy_ha": -282.190037, "e_above_lowest_kcal_mol": 24.54, "gap_ev": 12.20, "symbols": ["N", "C", "N", "N", "H", "H", "H", "H", "H", "H", "H", "H", "O"], "positions_angstrom": [[-0.315580, -0.138451, 1.387433], [0.426116, -0.271259, 0.254910], [0.693791, -1.473455, -0.386513], [1.044579, 0.812036, -0.307679], [-0.342536, 0.718077, 1.868134], [-0.893112, -0.868573, 1.720189], [1.075124, -1.381643, -1.333244], [0.968414, -2.280471, 0.136011], [0.994997, 1.684459, 0.151702], [1.987028, 0.682878, -0.714872], [-1.553079, 1.165665, -1.542847], [-2.502941, 0.516953, -0.617221], [-1.582800, 0.833785, -0.616000]], "forces_ev_per_a": [[2.3, -1.3, -2.4], [1.1, -0.1, 0.2], [-0.7, 2.0, 0.3], [0.7, -1.6, 0.2], [0.0, 1.1, 0.4], [-0.5, -0.8, 0.1], [-0.2, -0.1, 0.8], [-0.3, -0.3, 0.3], [-0.6, 1.0, 0.4], [-1.1, -0.3, 0.3], [0.3, -0.1, 0.8], [0.2, 0.0, 0.5], [-1.4, 0.4, -1.9]]}